Record 1
C24H14Cl5N3O4Pd | wB97M-V/def2-TZVPD

Each line ends with the Mulliken spin population.
Element x y z (Å)
Pd1 -0.641 -0.556 -0.520  1.65
Cl1 -2.311 -0.271 -2.769  0.06
C1 0.278 -0.869 -2.497  0.52
O1 -2.018 -2.286 -0.300  0.20
C2 -0.204 2.742 -1.459  0.02
H1 -1.367 4.510 -1.845  0.00
H2 3.498 1.058 -0.167  0.00
H3 -2.367 3.692 0.801  0.00
C3 5.183 1.086 1.174  0.00
N1 0.842 -0.835 2.129  0.40
N2 -0.285 -1.176 1.560  0.32
O2 -2.334 0.916 0.507  0.06
H4 -0.425 4.556 -0.361  0.00
C4 1.002 0.095 -5.006  -0.02
H5 5.822 1.635 0.493  0.00
Cl2 1.458 0.710 -6.547  0.00
H6 -1.013 -1.511 3.446  0.01
Cl3 -1.550 0.807 -5.631  0.01
H7 5.220 -0.313 4.263  0.00
C5 -0.659 -0.352 -3.360  -0.03
C6 -1.789 1.839 -0.120  0.03
C7 5.661 0.695 2.418  0.01
Cl4 3.611 -0.501 -4.648  0.01
C8 -1.057 3.924 -0.983  0.01
C9 -2.493 -2.067 2.019  0.15
O3 0.730 2.804 -2.220  0.01
O4 1.378 0.011 0.053  0.23
C10 -4.199 -2.771 0.366  0.04
C11 -2.849 -2.352 0.633  0.10
C12 -1.250 -1.583 2.390  -0.05
C13 3.888 0.770 0.801  0.01
Cl5 2.778 -1.673 -1.870  0.01
C14 3.066 0.066 1.678  0.02
N3 -0.698 1.591 -0.857  0.16
C15 -0.334 0.138 -4.612  0.02
H8 6.676 0.939 2.707  0.00
H9 -3.164 3.339 -0.726  0.00
C16 1.588 -0.942 -2.902  -0.03
H10 -3.169 -2.137 4.081  0.00
C17 -4.707 -2.729 2.748  0.11
C18 1.963 -0.449 -4.153  0.01
H11 -4.466 -2.948 -0.668  0.00
C19 4.843 -0.009 3.294  -0.01
H12 2.892 -0.868 3.600  0.00
H13 -5.431 -2.897 3.535  0.01
C20 -3.458 -2.311 3.049  -0.07
C21 -5.079 -2.947 1.376  -0.01
C22 3.543 -0.324 2.928  0.03
C23 1.696 -0.266 1.223  0.00
H14 -6.091 -3.264 1.149  0.00
C24 -2.212 3.287 -0.197  0.01

Results
Frontier orbital gap (alpha / beta), eV: 7.62 / 6.12
Total charge: 0
E_HOMO (alpha / beta), eV: -8.3 / -8.9
<S²>: 6.07
Spin multiplicity: 5



Record 2
C24H14N2O4 | wB97M-V/def2-TZVPD

Each line ends with the Mulliken charge.
Element x y z (Å)
C1 -3.054 1.274 3.032  -0.73
C2 1.976 2.548 -0.421  0.53
C3 1.989 5.234 0.602  -0.53
H1 -2.531 -5.402 -2.348  0.38
C4 -0.200 0.517 0.133  0.30
H2 2.774 5.774 -1.325  0.33
C5 0.907 -0.978 -1.508  0.27
C6 2.432 4.934 -0.698  -0.37
H3 -3.812 2.033 2.873  0.41
C7 -3.148 0.468 4.133  -0.44
H4 2.675 1.004 -1.727  0.62
H5 -2.372 -3.049 -1.696  0.42
C8 2.375 3.647 -1.215  -0.62
H6 1.691 -5.340 -3.397  0.44
C9 1.659 4.127 1.411  -0.56
C10 2.089 -2.719 -2.553  0.35
C11 -2.116 1.022 2.002  0.67
C12 0.880 0.300 -0.810  0.42
C13 -0.284 -2.843 -2.174  0.08
O1 3.082 -3.257 -3.024  -0.64
H7 -0.575 -1.642 3.500  0.40
O2 -2.692 2.862 0.721  -0.64
H8 -3.963 0.692 4.817  0.38
C14 -1.985 1.871 0.802  0.47
H9 1.420 4.304 2.447  0.41
O3 2.116 -1.521 -1.930  -0.27
N1 -0.251 -0.241 1.192  -0.52
C15 -0.441 -5.538 -2.890  -0.39
C16 1.875 1.233 -1.042  -0.79
C17 0.779 -4.836 -3.056  -0.59
C18 -1.309 -0.832 3.332  -0.31
C19 -1.235 -0.021 2.170  0.27
H10 2.635 3.479 -2.276  0.35
H11 1.924 6.288 0.966  0.35
O4 -1.018 1.584 -0.102  -0.32
C20 -1.492 -3.535 -2.116  -0.41
H12 -2.261 -1.155 5.275  0.38
H13 1.495 1.967 1.589  0.46
N2 -0.250 -1.555 -1.711  -0.43
C21 -2.220 -0.564 4.356  -0.48
C22 0.818 -3.475 -2.655  0.72
C23 -1.578 -4.878 -2.419  -0.51
C24 1.667 2.812 0.893  -0.21
H14 -0.472 -6.594 -3.154  0.37

Results
Frontier orbital gap, eV: 7.81
SMILES: O=c1oc(C(=Cc2ccccc2)c2nc3ccccc3c(=O)o2)nc2ccccc12
Total charge: 0
E_HOMO, eV: -8.6



Record 3
C24H15Br2N8O6Rb | wB97M-V/def2-TZVPD

Each line ends with the Mulliken charge.
Element x y z (Å)
C1 -3.184 1.507 1.284  0.60
N1 2.267 3.977 -2.505  -0.61
C2 1.996 3.647 -3.774  0.44
H1 -0.027 -5.895 -4.182  0.38
C3 -3.359 1.432 3.661  0.12
C4 2.016 2.661 1.995  -0.26
O1 -2.745 1.333 0.120  -0.87
C5 2.696 -2.041 2.045  0.31
C6 -2.054 -4.497 -1.836  0.88
H2 2.269 5.554 -4.360  0.25
C7 2.865 4.499 0.174  -0.52
H3 1.632 1.915 2.681  0.46
C8 1.272 1.584 -3.235  0.47
C9 -3.239 -4.669 -1.087  -0.59
N2 2.232 4.615 -4.719  -0.44
H4 -3.156 -1.729 0.574  0.28
O2 -3.101 1.235 4.851  -0.78
C10 2.644 3.814 2.452  -0.66
N3 0.840 0.390 -3.604  -0.13
C11 -0.090 -2.984 -2.358  0.17
C12 -1.548 -5.437 -2.773  -0.06
N4 -1.754 -2.352 -0.769  0.07
H5 0.768 0.226 -4.594  0.23
N5 1.513 2.495 -4.203  -0.70
H6 3.619 -3.917 2.099  0.26
Rb1 -0.381 0.262 0.110  0.91
C13 3.421 -3.079 2.766  -0.76
H7 -4.552 -3.799 0.356  0.40
H8 1.736 4.481 -5.584  0.27
C14 -0.402 -5.176 -3.465  -0.42
H9 3.567 5.658 1.838  0.39
C15 -2.522 1.076 2.505  0.70
H10 0.751 -0.427 -2.982  0.28
O3 -1.414 0.482 2.562  -0.90
C16 -4.438 2.195 1.640  0.09
H11 2.820 -3.427 3.604  0.26
O4 -5.249 2.708 0.867  -0.77
Br1 -2.458 -7.085 -3.090  -0.31
C17 -4.568 2.135 3.131  0.59
N6 1.453 1.824 -1.912  -0.30
C18 -2.860 -2.530 -0.095  -0.17
N7 2.094 -1.249 1.481  -0.35
H12 2.769 3.972 3.515  0.36
C19 3.079 4.744 1.521  -0.40
C20 1.960 3.006 -1.639  -0.07
H13 3.165 5.196 -0.594  0.44
C21 2.230 3.314 -0.183  0.59
C22 -1.335 -3.298 -1.635  -0.23
N8 1.826 2.412 0.707  0.07
H14 -3.815 -5.577 -1.216  0.29
O5 -5.496 2.586 3.797  -0.75
C23 0.301 -3.984 -3.265  0.17
H15 4.366 -2.691 3.141  0.26
C24 -3.645 -3.694 -0.224  -0.79
Br2 1.874 -3.693 -4.293  -0.26
O6 0.534 -1.915 -2.153  -0.89

Results
Frontier orbital gap, eV: 3.90
Total charge: -2
E_HOMO, eV: -0.4



Record 4
C24H15BrN4OSW | wB97M-V/def2-TZVPD

Each line ends with the Mulliken spin population.
Element x y z (Å)
O1 2.988 -0.039 -1.401  -0.02
H1 2.256 1.702 2.848  -0.01
C1 -3.140 2.405 0.998  0.02
H2 4.794 -1.956 -5.070  0.00
C2 1.157 -2.151 -1.238  0.01
C3 3.178 3.473 0.229  0.04
H3 4.776 -0.202 -3.312  0.00
C4 -4.471 2.766 1.018  0.00
H4 -4.972 2.927 1.963  0.00
N1 2.654 2.380 0.135  -0.10
N2 0.952 -1.262 -0.315  -0.12
C5 0.862 0.700 4.167  -0.01
C6 0.048 -1.535 0.764  0.00
H5 -5.071 2.888 -2.326  0.00
C7 -4.526 2.746 -1.403  0.00
C8 -0.471 -0.994 3.084  -0.01
N3 1.232 0.226 1.862  0.06
H6 -1.190 -3.028 -0.133  0.00
C9 -1.156 1.777 -0.224  0.07
C10 -1.754 -2.654 1.908  0.00
C11 4.034 -1.969 -4.300  0.02
N4 -0.062 1.428 -0.206  0.01
W1 1.838 0.653 -0.158  1.79
C12 1.511 0.925 2.949  0.02
H7 -6.210 3.200 -0.157  0.00
Br1 3.089 -4.286 -5.644  0.00
H8 -2.553 -3.382 1.874  0.00
C13 3.052 -1.010 -2.359  0.03
C14 3.079 -2.983 -4.295  -0.01
C15 -0.132 -0.238 4.233  0.03
C16 -3.194 2.385 -1.443  0.02
C17 2.105 -2.040 -2.308  0.01
C18 0.279 -0.765 1.925  -0.01
C19 -5.163 2.927 -0.179  0.01
C20 -0.967 -2.450 0.755  0.00
H9 -0.667 -0.413 5.159  0.00
H10 -2.578 2.286 1.916  0.00
H11 1.418 -3.849 -3.266  0.00
C21 -1.506 -1.957 3.055  0.00
H12 1.140 1.290 5.029  0.00
H13 -2.684 2.249 -2.388  0.00
C22 2.136 -3.038 -3.294  0.01
C23 -2.509 2.206 -0.239  0.02
H14 0.604 -3.084 -1.185  0.00
H15 -2.093 -2.130 3.948  0.00
C24 4.028 -0.983 -3.324  -0.02
S1 3.855 4.855 0.349  0.12

Results
Frontier orbital gap (alpha / beta), eV: 6.26 / 6.71
Total charge: +2
E_HOMO (alpha / beta), eV: -13.6 / -14.2
<S²>: 2.03
Spin multiplicity: 3



Record 5
C24H15Cl2F8N3O3PdSb | wB97M-V/def2-TZVPD

Each line ends with the Mulliken spin population.
Element x y z (Å)
C1 -5.625 -0.243 -0.105  0.00
H1 2.746 0.862 5.121  0.00
H2 0.349 -1.836 7.032  0.00
O1 -0.819 0.663 -1.670  0.01
C2 -1.796 0.193 -2.180  0.01
Cl1 -6.360 -1.998 -1.939  0.00
C3 0.088 3.436 0.339  0.01
C4 2.751 3.720 -0.239  0.01
C5 0.728 0.176 5.416  -0.01
C6 -3.385 0.914 -0.274  0.00
C7 2.866 1.175 -0.038  0.00
C8 2.119 0.053 0.315  -0.10
F1 4.995 1.902 -0.714  0.00
H3 -1.345 -0.419 5.335  0.00
Cl2 -5.024 1.491 1.808  0.00
N1 0.544 -0.991 7.539  0.00
F2 -0.236 -1.830 -0.574  0.00
H4 2.366 5.824 -0.311  0.00
Pd1 0.222 0.414 0.599  0.69
C9 -0.550 0.033 3.408  0.01
C10 0.863 0.165 6.922  0.00
C11 1.664 0.708 3.288  0.00
F3 -2.096 -0.992 0.948  0.00
C12 4.735 -0.370 -0.284  0.00
H5 -3.879 -1.260 -2.913  0.00
H6 -0.956 3.255 0.569  0.01
O2 -2.603 1.691 0.199  0.00
C13 -5.301 -0.894 -1.302  0.00
H7 -1.466 -0.181 2.873  0.00
C14 3.911 -1.408 0.103  -0.01
C15 1.940 4.843 -0.153  -0.01
C16 2.564 -1.231 0.423  0.01
F4 -0.579 -4.408 0.224  0.00
C17 2.189 2.471 -0.030  0.05
F5 -0.113 -2.322 1.920  0.00
H8 3.801 3.812 -0.461  0.00
C18 -4.725 0.644 0.413  0.00
H9 -1.761 -0.262 -3.184  0.00
H10 -6.569 -0.445 0.383  0.00
N2 0.501 0.431 2.679  0.14
C19 -3.127 0.144 -1.520  0.00
F6 -2.592 -3.447 1.883  0.00
F7 4.412 -2.630 0.181  0.00
H11 -0.064 5.562 0.212  0.00
C20 -0.472 -0.106 4.779  0.01
H12 0.639 -1.038 8.542  0.00
O3 1.222 1.179 7.472  0.00
N3 0.872 2.362 0.251  0.16
F8 -2.676 -2.896 -0.785  0.00
Sb1 -1.404 -2.799 0.608  0.00
C21 0.591 4.706 0.139  0.01
H13 1.952 -2.065 0.731  0.00
H14 5.774 -0.543 -0.529  0.00
C22 4.199 0.901 -0.345  -0.01
C23 1.809 0.600 4.652  0.01
H15 2.479 1.047 2.665  0.01
C24 -4.056 -0.675 -2.019  0.00

Results
Frontier orbital gap (alpha / beta), eV: 4.51 / 4.50
Total charge: +2
E_HOMO (alpha / beta), eV: -14.4 / -14.4
<S²>: 0.76
Spin multiplicity: 2



Record 6
C24H15Cl2F8N3O3PdSb | wB97M-V/def2-TZVPD

Each line ends with the Mulliken spin population.
Element x y z (Å)
N1 0.118 1.420 -1.746  0.15
C1 -2.785 -3.587 -1.518  0.01
H1 2.116 3.602 3.052  0.00
N2 -0.080 1.801 1.289  0.11
Sb1 -0.139 -2.203 2.624  0.00
C2 -0.438 3.509 -2.752  0.01
C3 1.118 2.255 1.702  0.03
F1 -1.103 -3.697 2.019  0.00
F2 0.663 -0.441 2.626  0.01
C4 -0.265 2.692 -1.647  -0.01
H2 -2.128 1.766 1.478  0.00
H3 -5.960 -2.449 -0.761  0.00
H4 -0.519 5.579 -6.134  0.00
O1 -0.685 3.075 -6.318  0.00
H5 0.709 -0.103 -3.013  0.00
C5 4.285 0.135 -0.183  -0.01
C6 3.608 1.867 1.290  -0.02
C7 2.254 1.616 1.041  0.01
H6 -2.294 -4.503 -1.824  0.00
H7 5.656 1.366 0.924  0.00
F3 -1.095 -1.804 4.166  0.00
C8 4.623 1.144 0.695  0.00
C9 2.957 -0.154 -0.488  0.03
H8 2.737 -0.953 -1.185  0.00
C10 -4.185 -1.279 -0.670  0.01
C11 1.173 3.209 2.715  0.01
F4 0.786 -2.257 0.893  0.00
N3 -0.392 5.067 -5.276  0.00
C12 -0.448 3.723 -5.323  0.00
C13 -2.047 -2.476 -1.302  0.00
C14 -2.711 -1.212 -0.901  0.00
Cl1 -4.943 0.098 -0.094  0.00
Pd1 -0.008 -0.049 0.128  0.72
O2 0.146 -1.579 -1.511  0.01
H9 -0.774 4.525 -2.596  0.00
C15 0.213 1.664 -4.112  0.01
H10 0.401 1.231 -5.084  0.00
C16 -0.208 2.984 -4.017  -0.01
C17 -0.589 -2.543 -1.491  0.01
O3 -2.125 -0.169 -0.742  0.00
F5 -1.518 -1.155 1.594  0.01
H11 -0.437 3.081 -0.653  0.01
H12 -0.119 5.577 -4.457  0.00
C18 -0.003 3.633 3.312  0.00
C19 -4.889 -2.422 -0.917  0.00
F6 3.954 2.835 2.133  0.00
C20 -1.220 3.121 2.888  0.01
F7 1.364 -2.947 3.413  0.00
F8 5.234 -0.579 -0.762  0.00
C21 -1.212 2.197 1.860  0.00
C22 -4.215 -3.565 -1.369  0.00
H13 0.034 4.354 4.117  0.00
C23 1.999 0.587 0.134  -0.09
Cl2 -5.081 -4.946 -1.725  0.00
H14 -0.161 -3.546 -1.617  0.00
C24 0.370 0.921 -2.958  -0.01
H15 -2.152 3.421 3.343  0.00

Results
Frontier orbital gap (alpha / beta), eV: 3.31 / 3.30
Total charge: +2
E_HOMO (alpha / beta), eV: -14.0 / -14.0
<S²>: 0.77
Spin multiplicity: 2



Record 7
C24H15Cl3N3O | wB97M-V/def2-TZVPD

Each line ends with the Mulliken charge.
Element x y z (Å)
C1 0.697 -1.964 -1.517  0.49
C2 3.881 3.067 -2.695  -0.39
C3 3.218 -7.930 -0.954  0.09
C4 3.133 1.916 -0.689  -0.58
C5 3.938 2.875 -1.302  -0.56
H1 2.468 -5.195 1.599  0.37
C6 -0.832 -0.434 2.267  -0.81
C7 4.318 -9.752 -1.740  -0.32
C8 0.574 0.449 0.477  0.87
N1 -0.728 -2.763 -3.575  -0.48
C9 5.260 -8.588 0.147  -0.59
H2 -1.587 -1.150 2.617  0.38
Cl1 0.042 -5.797 0.574  -0.25
H3 -0.525 0.484 4.220  0.37
Cl2 5.132 -6.089 2.067  -0.33
C10 1.086 0.365 -0.900  -0.40
C11 0.596 1.496 2.670  -0.79
H4 6.037 -10.396 -0.637  0.37
C12 4.166 -7.720 0.083  0.64
H5 1.373 0.847 -3.378  0.42
H6 4.322 -10.579 -2.443  0.37
C13 -0.266 0.505 3.161  -0.28
C14 0.924 1.514 1.314  -0.65
H7 4.592 3.486 -0.679  0.36
C15 2.097 1.442 -2.824  -0.60
H8 -0.949 -1.056 0.190  0.67
H9 4.552 3.783 -3.170  0.36
C16 2.959 2.332 -3.457  -0.54
C17 5.295 -9.635 -0.739  -0.46
C18 2.120 1.291 -1.437  0.85
C19 -0.444 -0.428 0.928  -0.54
N2 0.620 -0.481 -1.751  -0.50
H10 2.896 2.462 -4.538  0.38
Cl3 2.412 -2.382 -1.768  -0.16
N3 3.333 -8.886 -1.856  -0.53
C20 2.627 -6.122 1.075  -0.41
H11 0.992 2.290 3.315  0.35
C21 3.920 -6.653 0.999  0.27
C22 -0.034 -2.514 -2.667  -0.07
H12 5.974 -8.418 0.944  0.35
H13 3.245 1.662 0.369  0.72
H14 1.442 2.363 0.874  0.85
C23 1.880 -7.238 -0.931  0.38
H15 0.231 -2.402 -0.566  0.27
C24 1.541 -6.715 0.440  -0.28
O1 1.342 -6.950 -1.994  -0.68

Results
Frontier orbital gap, eV: 3.95
Total charge: -1
E_HOMO, eV: -3.1



Record 8
C24H15Cl5MoN5O7 | wB97M-V/def2-TZVPD

Each line ends with the Mulliken charge.
Element x y z (Å)
C1 -4.891 2.049 -2.600  -0.69
H1 -2.037 -1.734 2.270  0.50
Cl1 3.167 2.806 2.032  -0.24
C2 3.166 1.196 -1.594  1.50
O1 -0.489 -7.143 0.266  -0.60
C3 -5.207 3.400 -2.471  0.58
O2 -1.578 -2.546 1.860  -0.43
H2 -2.907 0.450 2.244  0.19
Cl2 4.749 1.110 -3.771  -0.16
H3 -1.060 1.811 1.683  -0.13
C4 -1.519 1.980 -1.059  0.79
H4 -2.388 4.503 -0.959  0.48
H5 -4.567 5.333 -1.793  0.47
N1 -7.488 4.268 -3.331  -0.42
N2 -2.354 -0.066 2.925  -0.52
H6 -1.018 -4.872 0.745  0.62
C5 1.501 -2.658 0.110  0.21
H7 2.947 -5.628 -0.666  0.65
C6 -0.053 -4.492 0.443  -0.49
Mo1 1.053 0.371 -0.015  -0.40
H8 -3.014 -0.402 3.618  0.31
H9 -0.060 2.421 2.988  0.37
C7 0.932 -5.358 0.017  -0.45
C8 -4.309 4.287 -1.881  -0.66
C9 2.189 -4.926 -0.351  -0.41
C10 -6.475 3.884 -2.951  -0.12
Cl3 1.983 0.195 -2.443  -0.09
C11 4.817 2.780 -0.110  -0.25
O3 1.519 -7.536 -0.420  -0.59
C12 2.467 -3.574 -0.306  -0.41
O4 4.670 -3.995 -0.786  -0.58
N3 0.635 -6.807 -0.034  1.06
C13 0.234 -3.136 0.472  1.02
C14 -0.443 1.564 -0.657  -0.46
Cl4 5.855 3.784 0.808  -0.16
C15 -2.772 2.468 -1.540  0.25
C16 3.612 2.332 0.424  0.65
C17 -3.094 3.822 -1.415  -0.50
C18 -1.410 0.866 3.574  -1.05
H10 -1.937 1.667 4.099  0.46
N4 3.822 -3.137 -0.710  0.95
C19 4.349 1.591 -2.183  -0.50
C20 5.186 2.402 -1.411  0.75
Cl5 6.665 2.937 -2.069  -0.14
C21 -0.759 -2.136 0.924  0.16
O5 3.973 -1.965 -0.989  -0.51
C22 -3.675 1.584 -2.137  -0.44
H11 -5.597 1.376 -3.065  0.47
H12 1.501 0.990 2.551  0.28
H13 -0.835 0.321 4.326  0.41
N5 0.643 0.641 2.128  -0.31
H14 -3.415 0.540 -2.239  0.50
O6 -0.811 -0.995 0.451  -0.46
C23 -0.493 1.517 2.563  0.14
H15 0.504 -0.294 2.507  0.26
O7 1.757 -1.362 0.241  -0.48
C24 2.761 1.518 -0.313  -0.38

Results
Frontier orbital gap (alpha / beta), eV: 6.50 / 6.47
Total charge: +1
E_HOMO (alpha / beta), eV: -11.7 / -11.7